(1)
The following is a DFT calculation (the ωB97M-V functional and the def2-TZVPD basis) of a cluster of 2 separate species, C4H14N2OS in total at a distorted geometry.

Results
* HOMO energy: -0.307 hartree
* charge: 0
* SMILES string: CN[C@@H](CN)CS.O
* DFT total energy: -743.6833 Ha
* spin multiplicity: 1
* energy relative to the best compared isomer or geometry (same formula, charge and spin): 132.64 kJ/mol

CARTESIAN COORDINATES (ANGSTROEM)
C (1.17354, -0.41616, -2.02321)
N (0.44254, 0.85819, -1.74488)
C (-0.06249, 1.04831, -0.30994)
C (-1.22564, 0.03598, -0.24519)
N (-2.14690, 0.19960, 0.99173)
C (1.24404, 1.02168, 0.59428)
S (0.91865, 1.20726, 2.40360)
H (0.69424, -1.32604, -1.67579)
H (2.20147, -0.19775, -1.65032)
H (1.17098, -0.66555, -3.10999)
H (-0.19727, 1.16569, -2.48823)
H (-0.52346, 1.99108, -0.29696)
H (-1.85564, 0.02341, -1.13122)
H (-0.72594, -0.93447, -0.16091)
H (-3.08374, 0.13552, 0.65686)
H (-2.03070, 1.13056, 1.42839)
H (1.80634, 1.89827, 0.26551)
H (1.84166, 0.12907, 0.50297)
H (1.01449, -0.12906, 2.83655)
O (0.05681, -2.38016, 1.42736)
H (-0.65232, -1.75410, 1.61550)
H (-0.06065, -3.04133, 2.11389)

natural (NBO) analysis output, partial charges in e:
1 C -0.437
2 N -0.667
3 C -0.057
4 C -0.238
5 N -0.876
6 C -0.513
7 S -0.088
8 H 0.186
9 H 0.199
10 H 0.206
11 H 0.370
12 H 0.190
13 H 0.189
14 H 0.195
15 H 0.353
16 H 0.365
17 H 0.235
18 H 0.235
19 H 0.151
20 O -0.955
21 H 0.486
22 H 0.470

=====

(2)
The following is a DFT calculation (the ωB97M-V functional and the def2-TZVPD basis) of a cluster of 2 separate species, C4H14N2S in total at a distorted geometry.

Results
* HOMO energy: -0.295 hartree
* charge: 0
* SMILES string: NCCN.CCS
* DFT total energy: -668.4120 Ha
* spin multiplicity: 1
* energy relative to the best compared isomer or geometry (same formula, charge and spin): 195.03 kJ/mol

CARTESIAN COORDINATES (ANGSTROEM)
N (-0.32850, -2.93194, -0.04115)
C (-0.36512, -1.61507, 0.59357)
C (1.04307, -1.04392, 0.90082)
N (1.05475, 0.26484, 1.53794)
H (0.08948, -2.87570, -0.97005)
H (0.16021, -3.62575, 0.51163)
H (-0.92088, -1.69005, 1.54875)
H (-0.93231, -0.92971, -0.03530)
H (1.59135, -0.95833, -0.01320)
H (1.58728, -1.76284, 1.57396)
H (1.46669, 1.05892, 1.01174)
H (0.62189, 0.31448, 2.45201)
C (-0.12151, 1.42305, -1.81355)
C (-0.97507, 2.41366, -1.05733)
S (-1.55914, 1.55793, 0.86742)
H (-0.67344, 0.44456, -1.92369)
H (0.84019, 1.22478, -1.27254)
H (0.10324, 1.79846, -2.83068)
H (-1.97040, 2.58655, -1.44017)
H (-0.53706, 3.37808, -0.78892)
H (-0.17475, 0.96799, 1.18874)

natural (NBO) analysis output, partial charges in e:
1 N -0.833
2 C -0.241
3 C -0.229
4 N -0.862
5 H 0.353
6 H 0.354
7 H 0.185
8 H 0.220
9 H 0.192
10 H 0.180
11 H 0.420
12 H 0.412
13 C -0.647
14 C -0.353
15 S -0.412
16 H 0.220
17 H 0.191
18 H 0.219
19 H 0.207
20 H 0.203
21 H 0.222

=====

(3)
The following is a DFT calculation (the ωB97M-V functional and the def2-TZVPD basis) of a cluster of 3 separate species, C4H14N2S in total at a distorted geometry.

Results
* HOMO energy: -0.341 hartree
* charge: 0
* DFT total energy: -668.4118 Ha
* spin multiplicity: 1
* energy relative to the best compared isomer or geometry (same formula, charge and spin): 195.68 kJ/mol

CARTESIAN COORDINATES (ANGSTROEM)
C (-2.88072, -0.59118, -0.23730)
C (-2.42780, 0.85725, -0.12346)
N (-1.85150, 1.33020, -1.39500)
H (-3.32991, -0.92412, 0.69440)
H (-3.61009, -0.71816, -1.05146)
H (-2.01925, -1.23317, -0.46739)
H (-3.29776, 1.47512, 0.08817)
H (-1.73379, 0.97759, 0.71861)
H (-0.25330, -0.07197, 0.10047)
H (-0.85843, 1.13078, -1.34347)
H (-1.91334, 2.33950, -1.45189)
C (3.04309, -0.68558, 0.66700)
C (2.35091, 0.48232, -0.02499)
S (0.92779, 1.11292, 0.92598)
N (2.22702, -1.89058, 0.85652)
H (3.35664, -0.37684, 1.67280)
H (3.93910, -0.95707, 0.10053)
H (2.03645, 0.19828, -1.03934)
H (3.04838, 1.32644, -0.12221)
H (1.79820, -2.15330, -0.02703)
H (1.44829, -1.62842, 1.45905)

natural (NBO) analysis output, partial charges in e:
1 C -0.611
2 C -0.234
3 N -0.836
4 H 0.209
5 H 0.219
6 H 0.192
7 H 0.192
8 H 0.173
9 H 0.109
10 H 0.349
11 H 0.359
12 C -0.235
13 C -0.552
14 S -0.044
15 N -0.816
16 H 0.194
17 H 0.194
18 H 0.214
19 H 0.227
20 H 0.342
21 H 0.357

=====

(4)
The following is a DFT calculation (the ωB97M-V functional and the def2-TZVPD basis) of the ion C4H14N3 with charge +1 at a distorted geometry.

Results
* HOMO energy: -0.484 hartree
* charge: +1
* SMILES string: NCC[C@@H](N)C[NH3+]
* DFT total energy: -324.7981 Ha
* spin multiplicity: 1
* energy relative to the best compared isomer or geometry (same formula, charge and spin): 175.21 kJ/mol

CARTESIAN COORDINATES (ANGSTROEM)
N (-1.51226, 0.63731, -1.87360)
C (-0.91848, -0.69492, -1.88887)
C (0.42625, -0.55791, -1.06636)
C (0.23141, 0.21928, 0.23204)
N (-1.07333, 0.22584, 0.92442)
C (1.31833, -0.16814, 1.27278)
N (1.00890, 0.61907, 2.52416)
H (-0.87227, 1.29087, -2.33539)
H (-2.29816, 0.57247, -2.52887)
H (-1.44981, -1.55160, -1.47024)
H (-0.75553, -1.17780, -2.87744)
H (0.76459, -1.58875, -0.88637)
H (1.20445, -0.44298, -1.81578)
H (0.47539, 1.30256, -0.02184)
H (-1.70009, 0.72922, 0.30204)
H (-1.37443, -0.74114, 0.80358)
H (1.40307, -1.19528, 1.55889)
H (2.25087, 0.22650, 0.84461)
H (1.18802, 0.01415, 3.32083)
H (1.66458, 1.37939, 2.70577)
H (0.01850, 0.90186, 2.27566)

natural (NBO) analysis output, partial charges in e:
1 N -0.859
2 C -0.227
3 C -0.480
4 C -0.068
5 N -0.855
6 C -0.228
7 N -0.715
8 H 0.368
9 H 0.380
10 H 0.196
11 H 0.198
12 H 0.216
13 H 0.256
14 H 0.203
15 H 0.425
16 H 0.372
17 H 0.224
18 H 0.233
19 H 0.441
20 H 0.437
21 H 0.484

=====

(5)
The following is a DFT calculation (the ωB97M-V functional and the def2-TZVPD basis) of a cluster of 2 separate species, C4H14N3 in total at a distorted geometry.

Results
* HOMO energy: -0.513 hartree
* charge: +1
* DFT total energy: -324.7956 Ha
* spin multiplicity: 1
* energy relative to the best compared isomer or geometry (same formula, charge and spin): 181.73 kJ/mol

CARTESIAN COORDINATES (ANGSTROEM)
C (0.10845, -0.77853, 1.63935)
C (1.44012, -0.29535, -0.32498)
N (0.48750, -0.94002, 0.26922)
N (2.16147, 0.79481, 0.11006)
N (1.86755, -0.70319, -1.63447)
H (0.13250, -1.69618, -0.21338)
H (1.89102, 1.43742, 0.78480)
H (2.77142, 1.15606, -0.63907)
H (1.65395, -1.63946, -1.78528)
H (2.57890, -0.32641, -2.23676)
H (0.88917, -0.93550, 2.32571)
H (-0.54049, -1.68000, 1.92520)
H (-0.30592, 0.16400, 1.98697)
C (-2.70208, 0.53583, 0.54663)
C (-2.88015, 1.21048, -0.74640)
H (-3.32288, -0.34406, 0.80160)
H (-1.69908, 0.34798, 0.80713)
H (-2.85200, 1.16637, 1.48084)
H (-3.31995, 0.52235, -1.55086)
H (-1.91142, 1.49488, -1.09505)
H (-3.37882, 2.23675, -0.49315)

natural (NBO) analysis output, partial charges in e:
1 C -0.459
2 C 0.704
3 N -0.521
4 N -0.756
5 N -0.791
6 H 0.426
7 H 0.424
8 H 0.420
9 H 0.395
10 H 0.433
11 H 0.228
12 H 0.258
13 H 0.236
14 C -0.626
15 C -0.630
16 H 0.220
17 H 0.173
18 H 0.211
19 H 0.228
20 H 0.193
21 H 0.233

=====

(6)
The following is a DFT calculation (the ωB97M-V functional and the def2-TZVPD basis) of a cluster of 2 separate species, C4H14N3 in total at a distorted geometry.

Results
* HOMO energy: -0.514 hartree
* charge: +1
* DFT total energy: -324.7109 Ha
* spin multiplicity: 1
* energy relative to the best compared isomer or geometry (same formula, charge and spin): 404.07 kJ/mol

CARTESIAN COORDINATES (ANGSTROEM)
C (-3.14276, 0.43336, -0.18173)
C (1.85209, -0.73355, 1.18252)
C (0.39269, -2.21327, 0.20346)
C (0.84060, 1.32562, -0.39051)
N (0.99021, 2.13594, -1.56259)
N (0.35096, 0.04267, -0.52705)
N (0.79817, -0.83747, 0.19868)
H (-2.32703, 0.65246, -0.83121)
H (-4.01052, -0.11692, -0.71557)
H (-3.65463, 1.37703, 0.19657)
H (1.52991, -0.25886, 2.11377)
H (2.19951, -1.73495, 1.43588)
H (2.69227, -0.11938, 0.89843)
H (-0.01970, -2.51962, -0.73298)
H (1.32105, -2.82269, 0.35814)
H (-0.25632, -2.33781, 0.98815)
H (0.28072, 1.84503, 0.36462)
H (1.84327, 1.26714, 0.14660)
H (0.64076, 1.70015, -2.36618)
H (-2.78173, -0.13220, 0.65399)
H (0.46048, 3.04731, -1.43297)

natural (NBO) analysis output, partial charges in e:
1 C -0.864
2 C -0.502
3 C -0.422
4 C -0.145
5 N -0.792
6 N 0.050
7 N 0.056
8 H 0.197
9 H 0.239
10 H 0.231
11 H 0.264
12 H 0.250
13 H 0.262
14 H 0.257
15 H 0.239
16 H 0.247
17 H 0.266
18 H 0.193
19 H 0.384
20 H 0.197
21 H 0.392